(1)
# H8N2OSi2

One molecule with the formula H8N2OSi2 in a non-equilibrium geometry (ωB97M-V/def2-TZVPD, OMol25).

Last column: Mulliken charge in e.
Cartesian coordinates (Å):
H (0.724, 2.285, 0.491)  0.2214
O (-0.797, 0.191, -0.620)  0.0555
N (1.307, 1.463, 0.421)  -0.4474
Si (-2.227, -0.211, 0.027)  0.2899
Si (0.821, 0.215, -0.658)  0.3075
H (0.766, -1.892, 0.768)  0.2149
H (2.279, 1.717, 0.484)  0.2298
H (1.202, 0.265, -2.057)  -0.0862
H (-2.137, -0.100, 1.485)  -0.1122
N (1.432, -1.627, 0.054)  -0.6714
H (-2.553, -1.580, -0.368)  -0.1026
H (-3.150, 0.778, -0.524)  -0.1227
H (2.334, -1.505, 0.497)  0.2233

Calculated values
**Total energy**: -768.6316 a.u.
**LUMO level**: 0.7 eV
**Maximum force**: 0.07853 Eh/bohr
**Highest occupied orbital energy**: -9.29 eV
**Relative energy (zero: lowest compared OMol25 entry of this formula, charge and spin)**: 0.000 eV



(2)
# C13H17Cl4FO2

A 4-piece molecular cluster, C13H17Cl4FO2 overall in a non-equilibrium geometry (ωB97M-V/def2-TZVPD, OMol25).

Last column: Mulliken charge in e.
Cartesian coordinates (Å):
O (0.034, -1.253, -0.988)  -0.5174
H (1.190, 1.659, -0.914)  0.1113
C (-0.150, -0.061, -1.052)  0.7967
Cl (0.420, -0.014, 2.621)  -0.0724
O (-2.490, 3.900, -1.440)  -0.5426
C (-0.329, 4.780, -1.095)  -0.8073
C (0.608, -5.810, 2.616)  0.2540
H (-0.404, 4.404, -0.077)  0.1014
H (-2.645, 5.299, -3.625)  0.3381
H (0.605, -3.928, -0.700)  0.3936
H (-2.088, 0.934, -1.410)  0.3285
C (1.144, 1.571, 2.926)  0.2535
Cl (0.444, 2.299, 4.398)  -0.0978
H (-1.124, 4.417, -3.927)  0.2505
H (0.658, 1.328, -2.537)  0.3027
C (-1.583, 4.547, -1.903)  0.8012
H (-1.268, 1.385, 0.056)  0.2196
C (0.563, -3.730, 1.419)  -0.0089
H (0.913, -6.411, -0.674)  0.3603
C (0.673, -6.526, 1.435)  -0.3164
C (0.915, 0.846, -1.591)  -0.8616
Cl (2.898, 1.420, 3.145)  -0.1002
Cl (0.826, 2.629, 1.538)  -0.0854
C (0.560, -4.434, 2.631)  -0.2655
C (-1.440, 0.546, -0.620)  -0.9325
H (-1.072, 6.080, -3.275)  0.3396
H (0.431, 4.107, -1.522)  0.2130
C (-1.627, 5.144, -3.284)  -1.0937
H (0.428, -2.662, 1.457)  0.0055
F (0.568, -6.504, 3.776)  -0.3091
H (0.061, 5.794, -1.101)  0.4277
C (0.694, -5.841, 0.216)  -0.5155
H (-2.051, -0.204, -0.114)  0.2886
H (0.713, -7.605, 1.524)  0.3866
C (0.632, -4.452, 0.251)  -0.3537
H (0.460, -3.932, 3.587)  0.3843
H (1.833, 0.278, -1.748)  0.3234

Calculated values
**Total energy**: -2596.6393 a.u.
**LUMO level**: 0.1 eV
**Maximum force**: 0.03103 Eh/bohr
**Highest occupied orbital energy**: -9.02 eV



(3)
# C26H55BN3O3

A 3-piece molecular cluster, C26H55BN3O3 overall (ωB97M-V/def2-TZVPD, OMol25).

Last column: Mulliken charge in e.
Cartesian coordinates (Å):
C (-1.247, -1.484, 6.076)  -1.2982
B (-1.053, 4.860, -5.833)  0.2462
H (-4.291, -2.476, 2.344)  0.4398
C (-3.888, -0.160, 3.730)  -1.7283
C (0.303, -1.913, 4.135)  -2.0202
H (1.993, 0.675, -0.337)  0.4990
H (2.625, -2.613, -2.070)  0.1982
H (-1.247, 3.119, -7.281)  0.1890
H (0.513, 0.160, -1.153)  0.4087
H (-2.787, -1.334, 7.569)  0.3929
C (-0.023, 3.671, -2.257)  -0.1638
H (4.389, -4.119, 2.354)  0.4661
C (-3.543, -1.589, 4.172)  1.6365
C (-0.075, 4.598, -8.326)  -1.0761
H (-0.216, 2.928, -1.466)  0.1817
H (0.148, 5.009, -5.564)  -0.2416
H (-0.044, -2.194, 0.613)  0.1894
C (-4.455, -2.552, 3.420)  -1.9672
H (-2.716, 3.489, -5.163)  0.3054
C (1.998, -4.070, 0.990)  -1.0592
H (0.343, -2.969, 4.394)  0.4563
H (2.918, 2.610, -4.335)  0.3127
O (0.789, 0.762, -3.624)  -0.6119
N (-2.122, -1.951, 3.842)  0.8876
C (1.130, 1.921, -3.472)  0.3102
H (-0.416, 4.729, -9.361)  0.3257
H (-3.701, -2.843, 5.906)  0.3878
C (-3.722, -1.771, 5.687)  -1.2240
C (2.597, 2.272, -3.348)  -1.0043
H (4.911, -4.183, 0.177)  0.5032
H (-2.143, 4.473, -3.850)  0.2357
H (1.936, 4.261, -1.458)  0.3488
C (1.170, -0.042, -0.306)  -1.6445
H (0.430, -1.812, 3.058)  0.2623
H (-1.723, 0.819, 4.636)  0.3580
H (2.776, 3.093, -2.663)  0.1897
H (-0.675, 2.139, -5.169)  0.3236
H (-1.590, 1.954, -3.680)  0.1737
H (-1.097, -2.545, 6.296)  0.3794
H (-5.491, -2.282, 3.634)  0.4662
O (-1.931, -3.194, 3.629)  -0.6720
H (2.389, -5.092, 1.022)  0.4032
H (0.020, 0.605, 4.659)  0.4468
H (4.668, -2.636, -0.633)  0.3035
H (-3.314, 0.129, 2.851)  0.2925
H (-2.763, 0.014, 6.459)  0.2885
H (-4.287, -3.582, 3.719)  0.3703
H (1.186, 5.417, -2.577)  0.2767
C (-0.998, 2.671, -4.271)  -0.5191
H (-4.944, -0.119, 3.464)  0.4836
H (1.138, -1.396, 4.611)  0.4473
H (3.256, -0.978, -1.845)  0.2583
H (1.428, -4.259, -1.095)  0.3327
H (0.134, -4.550, 0.045)  0.4486
H (-2.162, 4.522, -7.782)  0.2539
H (-0.487, -0.927, 6.630)  0.3694
C (1.690, -1.468, -0.431)  1.7206
C (2.357, -1.595, -1.800)  -1.5180
H (3.324, -2.887, 3.059)  0.2270
C (-1.002, -1.267, 4.577)  1.8812
H (1.485, -3.890, 1.940)  0.1772
C (3.193, -3.108, 0.900)  1.8974
H (3.172, 1.395, -3.059)  0.2743
H (4.781, -2.396, 2.192)  0.4508
C (-1.795, 3.895, -4.717)  -0.9902
O (2.332, -1.132, 1.790)  -0.6123
H (-0.131, -2.343, -1.139)  0.4655
N (0.250, 3.003, -3.542)  0.6667
C (4.156, -3.507, -0.227)  -1.8212
C (0.532, -2.464, -0.279)  -1.0459
H (-4.717, -1.405, 5.957)  0.3490
N (2.647, -1.721, 0.704)  0.4726
H (3.661, -4.025, -1.045)  0.3023
H (0.716, 3.842, -8.344)  0.2518
H (-1.596, 5.980, -5.804)  -0.2572
C (-1.200, 4.218, -7.348)  -0.5033
H (0.620, 0.112, 0.620)  -0.0041
C (-2.649, -1.072, 6.518)  -0.5052
H (0.585, 5.232, -0.921)  0.4334
C (3.966, -3.122, 2.215)  -1.8577
H (1.667, -1.218, -2.554)  0.4026
C (0.993, 4.698, -1.782)  -1.4699
H (-3.722, 0.580, 4.510)  0.3150
C (0.997, -3.911, -0.151)  -0.5741
H (-0.960, 4.194, -2.418)  0.3272
H (-0.867, 0.365, 3.156)  0.1731
H (0.395, 5.537, -8.020)  0.2311
C (-0.909, 0.221, 4.237)  -1.6785

Calculated values
**Total energy**: -1438.4139 a.u.
**Charge**: -1
**LUMO level (alpha / beta)**: 2.1 / 2.1 eV
**Spin multiplicity**: 3
**Maximum force**: 0.01167 Eh/bohr
**Highest occupied orbital energy (alpha / beta)**: -4.68 / -4.68 eV



(4)
# C3H4O2Sm

C3H4O2Sm as an isolated structure in a non-equilibrium geometry (ωB97M-V/def2-TZVPD, OMol25).

Last column: Mulliken charge in e.
Cartesian coordinates (Å):
O (0.619, 0.461, 0.763)  -0.2109
H (-2.043, -0.183, -0.358)  0.2782
H (0.929, 0.490, -1.254)  0.2311
Sm (3.121, 0.655, 1.920)  0.8804
C (-1.012, -0.509, -0.524)  -0.3225
H (-0.968, -1.175, -1.391)  0.2815
H (-0.404, 1.636, -0.574)  0.2666
O (-0.593, -1.278, 0.654)  -0.1806
C (0.000, 0.622, -0.555)  -0.2320
C (0.352, -0.718, 1.319)  0.0082

Calculated values
**Total energy**: -924.7786 a.u.
**Charge**: +1
**LUMO level (alpha / beta)**: -3.3 / -3.9 eV
**Spin multiplicity**: 8
**Maximum force**: 0.04545 Eh/bohr
**Highest occupied orbital energy (alpha / beta)**: -9.57 / -14.34 eV
**Relative energy (zero: lowest compared OMol25 entry of this formula, charge and spin)**: 1.224 eV



(5)
# C3H2LiO3Pb

C3H2LiO3Pb as an isolated structure in a non-equilibrium geometry (ωB97M-V/def2-TZVPD, OMol25).

Last column: Mulliken charge in e.
Cartesian coordinates (Å):
O (-2.561, 0.059, 1.119)  -0.3531
C (2.231, -0.757, -0.123)  -0.1430
O (0.703, -0.251, -1.923)  -0.5377
C (1.596, -0.994, -1.512)  -0.1026
C (-1.994, 0.999, 0.637)  -0.2683
Li (-1.161, 2.492, 1.977)  0.6306
H (2.017, -1.838, -2.058)  0.3806
Pb (0.163, 0.844, -0.312)  0.6561
O (1.834, 0.162, 0.597)  -0.6172
H (3.064, -1.422, 0.103)  0.3546

Calculated values
**Total energy**: -541.4256 a.u.
**LUMO level (alpha / beta)**: -0.8 / -1.2 eV
**Spin multiplicity**: 2
**Maximum force**: 0.18605 Eh/bohr
**Highest occupied orbital energy (alpha / beta)**: -5.88 / -5.81 eV
**Relative energy (zero: lowest compared OMol25 entry of this formula, charge and spin)**: 1.368 eV



(6)
# C4H8N3

An isolated ion of composition C4H8N3 and charge +1 in a non-equilibrium geometry (ωB97M-V/def2-TZVPD, OMol25).

Last column: Mulliken charge in e.
Cartesian coordinates (Å):
C (1.325, 1.137, -0.035)  -0.8677
H (2.011, 1.108, -0.926)  0.3707
H (-1.608, -1.848, 0.039)  0.2839
H (1.023, -1.944, -0.312)  0.3634
H (-0.061, -1.341, -1.710)  0.2973
C (0.823, -0.971, -1.000)  -0.9990
N (-1.874, -0.892, 0.287)  -0.3757
H (-2.695, -0.901, 0.865)  0.3073
N (-1.547, 2.058, 1.822)  -0.1882
H (0.690, 2.040, -0.077)  0.3468
C (-0.934, 0.016, 0.492)  0.7991
C (-1.234, 1.178, 1.176)  -0.1335
N (0.383, 0.006, -0.028)  0.1370
H (1.708, -0.844, -1.563)  0.3782
H (1.990, 1.198, 0.969)  0.2804

Calculated values
**Total energy**: -321.1579 a.u.
**Charge**: +1
**LUMO level**: -5.5 eV
**Maximum force**: 0.13709 Eh/bohr
**Highest occupied orbital energy**: -15.02 eV
**Relative energy (zero: lowest compared OMol25 entry of this formula, charge and spin)**: 3.629 eV



(7)
# C4H5ClN2O

C4H5ClN2O as an isolated structure in a non-equilibrium geometry (ωB97M-V/def2-TZVPD, OMol25).

Last column: Mulliken charge in e.
Cartesian coordinates (Å):
H (2.608, -0.556, 1.543)  0.3342
H (-0.177, 1.335, -2.318)  0.3296
C (-1.189, 0.960, -0.596)  -0.3380
O (-1.086, 1.068, -1.986)  -0.5105
N (-0.241, 0.017, -0.003)  -0.1411
C (1.626, -0.666, 1.019)  -0.3209
C (-0.155, -1.828, 0.401)  0.3583
Cl (-1.576, -2.528, 0.319)  -0.1421
H (-0.989, 1.884, 0.018)  0.3443
H (1.326, 1.346, 0.437)  0.4689
N (0.933, -1.856, 1.019)  -0.5025
C (1.007, 0.361, 0.516)  -0.1256
H (-2.086, 0.461, -0.369)  0.2454

Calculated values
**Total energy**: -800.1428 a.u.
**LUMO level (alpha / beta)**: 0.7 / -1.9 eV
**Spin multiplicity**: 3
**Maximum force**: 0.13290 Eh/bohr
**Highest occupied orbital energy (alpha / beta)**: -5.18 / -9.90 eV
**Relative energy (zero: lowest compared OMol25 entry of this formula, charge and spin)**: 2.962 eV



Which of these has the lowest maximum force?
C26H55BN3O3